Record 1
The following is a quantum chemistry calculation of 11 unconnected molecules or ions with the total composition C22H66O22 in a non-equilibrium geometry, from the Open Molecules 2025 dataset.

Each atom is followed by the atoms it is bonded to, with distances in Å.
Positions of all 110 atoms, in Å:
1 C 0.94 0.68 -0.05  C2 1.581, O4 1.402, H5 1.090, H6 1.090
2 C 0.23 -0.71 -0.26  C1 1.581, O3 1.448, H7 1.090, H8 1.090
3 O -1.20 -0.53 -0.38  C2 1.448, H9 0.960
4 O 0.41 1.39 1.04  C1 1.402, H10 0.960
5 H 0.57 1.28 -0.88  C1 1.090
6 H 2.02 0.68 0.01  C1 1.090
7 H 0.43 -1.43 0.54  C2 1.090
8 H 0.61 -1.26 -1.12  C2 1.090
9 H -1.46 -0.13 -1.22  O3 0.960
10 H -0.55 1.47 1.02  O4 0.960
11 C -6.16 -0.02 -1.47  C12 1.529, O14 1.426, H15 1.090, H16 1.090
12 C -5.22 1.08 -1.97  C11 1.529, O13 1.451, H17 1.090, H18 1.090
13 O -5.59 1.47 -3.31  C12 1.451, H19 0.960
14 O -7.42 0.46 -1.03  C11 1.426, H20 0.960
15 H -5.68 -0.56 -0.65  C11 1.090
16 H -6.23 -0.80 -2.23  C11 1.090
17 H -4.20 0.70 -1.96  C12 1.090
18 H -5.19 1.90 -1.25  C12 1.090
19 H -4.83 1.94 -3.67  O13 0.960
20 H -7.86 0.91 -1.75  O14 0.960
21 C -4.02 -3.18 -0.58  C22 1.559, O24 1.396, H25 1.090, H26 1.090
22 C -4.14 -4.71 -0.85  C21 1.559, O23 1.419, H27 1.090, H28 1.090
23 O -5.32 -5.08 -1.54  C22 1.419, H29 0.960
24 O -4.65 -2.97 0.65  C21 1.396, H30 0.960
25 H -4.38 -2.56 -1.39  C21 1.090
26 H -3.00 -2.82 -0.46  C21 1.090
27 H -3.88 -5.35 0.00  C22 1.090
28 H -3.38 -4.85 -1.62  C22 1.090
29 H -5.25 -4.73 -2.43  O23 0.960
30 H -4.27 -2.20 1.08  O24 0.960
31 C 3.21 -2.33 4.23  C32 1.537, O34 1.426, H35 1.090, H36 1.090
32 C 2.28 -2.04 3.04  C31 1.537, O33 1.446, H37 1.090, H38 1.090
33 O 2.01 -3.05 2.04  C32 1.446, H39 0.960
34 O 4.60 -2.32 3.92  C31 1.426, H40 0.960
35 H 2.98 -3.27 4.74  C31 1.090
36 H 3.02 -1.47 4.87  C31 1.090
37 H 2.61 -1.13 2.55  C32 1.090
38 H 1.27 -1.98 3.46  C32 1.090
39 H 2.84 -3.43 1.75  O33 0.960
40 H 5.00 -3.15 4.17  O34 0.960
41 C -1.35 -1.45 -3.54  C42 1.560, O44 1.408, H45 1.090, H46 1.090
42 C -2.57 -1.54 -4.50  C41 1.560, O43 1.458, H47 1.090, H48 1.090
43 O -2.27 -1.24 -5.89  C42 1.458, H49 0.960
44 O -1.10 -0.10 -3.25  C41 1.408, H50 0.960
45 H -0.44 -1.87 -3.99  C41 1.090
46 H -1.54 -1.99 -2.61  C41 1.090
47 H -3.37 -0.90 -4.12  C42 1.090
48 H -2.96 -2.56 -4.48  C42 1.090
49 H -3.09 -1.09 -6.38  O43 0.960
50 H -0.25 0.11 -3.65  O44 0.960
51 C 6.05 1.18 -1.21  C52 1.483, O54 1.442, H55 1.090, H56 1.090
52 C 6.77 1.40 -2.49  C51 1.483, O53 1.385, H57 1.090, H58 1.090
53 O 8.07 1.80 -2.22  C52 1.385, H59 0.960
54 O 4.63 1.08 -1.40  C51 1.442, H60 0.960
55 H 6.21 1.94 -0.44  C51 1.090
56 H 6.36 0.24 -0.74  C51 1.090
57 H 6.29 2.17 -3.09  C52 1.090
58 H 6.80 0.49 -3.08  C52 1.090
59 H 8.40 2.23 -3.02  O53 0.960
60 H 4.23 1.11 -0.52  O54 0.960
61 C -1.35 -3.40 2.93  C62 1.441, O64 1.349, H65 1.090, H66 1.090
62 C -2.19 -4.08 3.89  C61 1.441, O63 1.379, H67 1.090, H68 1.090
63 O -1.73 -3.85 5.17  C62 1.379, H69 0.960
64 O -0.34 -4.17 2.47  C61 1.349, H70 0.960
65 H -0.92 -2.45 3.25  C61 1.090
66 H -1.90 -3.18 2.01  C61 1.090
67 H -2.25 -5.14 3.64  C62 1.090
68 H -3.24 -3.81 3.87  C62 1.090
69 H -0.86 -4.24 5.28  O63 0.960
70 H 0.47 -3.65 2.38  O64 0.960
71 C 0.33 3.63 3.80  C72 1.551, O74 1.446, H75 1.090, H76 1.090
72 C 1.36 2.57 4.29  C71 1.551, O73 1.415, H77 1.090, H78 1.090
73 O 1.96 1.75 3.30  C72 1.415, H79 0.960
74 O 0.98 4.71 3.09  C71 1.446, H80 0.960
75 H -0.27 4.03 4.62  C71 1.090
76 H -0.43 3.14 3.20  C71 1.090
77 H 0.77 1.88 4.90  C72 1.090
78 H 2.11 3.09 4.87  C72 1.090
79 H 1.23 1.17 3.07  O73 0.960
80 H 1.54 4.34 2.40  O74 0.960
81 C 3.95 3.42 1.11  C82 1.556, O84 1.454, H85 1.090, H86 1.090
82 C 2.90 3.85 0.05  C81 1.556, O83 1.380, H87 1.090, H88 1.090
83 O 1.59 3.76 0.47  C82 1.380, H89 0.960
84 O 3.81 1.99 1.32  C81 1.454, H90 0.960
85 H 3.87 4.05 2.00  C81 1.090
86 H 4.93 3.67 0.70  C81 1.090
87 H 3.15 3.22 -0.80  C82 1.090
88 H 3.09 4.86 -0.30  C82 1.090
89 H 1.53 2.81 0.63  O83 0.960
90 H 3.35 1.87 2.15  O84 0.960
91 C 1.72 1.66 -4.90  C92 1.563, O94 1.386, H95 1.090, H96 1.090
92 C 2.79 2.11 -3.86  C91 1.563, O93 1.434, H97 1.090, H98 1.090
93 O 3.95 1.29 -4.04  C92 1.434, H99 0.960
94 O 1.36 0.34 -4.68  C91 1.386, H100 0.960
95 H 2.04 1.71 -5.94  C91 1.090
96 H 0.85 2.32 -4.88  C91 1.090
97 H 2.45 1.91 -2.85  C92 1.090
98 H 3.08 3.15 -4.04  C92 1.090
99 H 4.33 1.09 -3.18  O93 0.960
100 H 2.14 -0.21 -4.82  O94 0.960
101 C -3.06 1.87 1.89  C102 1.502, O104 1.406, H105 1.090, H106 1.090
102 C -2.85 0.40 2.14  C101 1.502, O103 1.388, H107 1.090, H108 1.090
103 O -3.29 -0.41 1.11  C102 1.388, H109 0.960
104 O -2.24 2.40 0.87  C101 1.406, H110 0.960
105 H -2.73 2.40 2.78  C101 1.090
106 H -4.10 2.11 1.68  C101 1.090
107 H -3.27 0.16 3.12  C102 1.090
108 H -1.81 0.09 2.20  C102 1.090
109 H -2.55 -0.50 0.50  O103 0.960
110 H -2.28 3.35 0.79  O104 0.960

Its spin multiplicity is 2. The frontier orbital gap (alpha / beta) is 9.48 / 2.67 eV. The HOMO energy (alpha / beta) is -11.77 / -11.77 eV. Its charge is +1. The strongest force on any atom comes out at 2.96 eV Å⁻¹. The energy above the lowest of the compared OMol25 structures with the same formula, charge and spin is 0.402 eV.

Here are the Löwdin charges for atoms 1 to 8, given in e: atom 1 (C): -0.17, atom 2 (C): -0.13, atom 3 (O): -0.10, atom 4 (O): -0.10, atom 5 (H): 0.13, atom 6 (H): 0.12, atom 7 (H): 0.10, atom 8 (H): 0.12

Record 2
The following is a quantum chemistry calculation of 12 unconnected molecules or ions with the total composition C22H68N14O12 in a non-equilibrium geometry, from the Open Molecules 2025 dataset.

Each atom is followed by the atoms it is bonded to, with distances in Å.
Positions of all 116 atoms, in Å:
1 C 1.25 -0.39 3.94  O2 1.177, N3 1.268, N4 1.325
2 O 0.09 -0.23 3.88  C1 1.177
3 N 1.86 -1.32 4.56  C1 1.268, H5 1.010, H6 1.010
4 N 2.13 0.42 3.36  C1 1.325, H7 1.010, H8 1.010
5 H 2.85 -1.36 4.35  N3 1.010
6 H 1.32 -2.09 4.93  N3 1.010
7 H 1.80 1.29 2.98  N4 1.010
8 H 3.13 0.25 3.42  N4 1.010
9 C -3.19 0.88 -2.54  O10 1.170, N11 1.317, N12 1.297
10 O -3.49 -0.14 -3.05  C9 1.170
11 N -2.18 1.64 -2.90  C9 1.317, H13 1.010, H14 1.010
12 N -3.84 1.32 -1.52  C9 1.297, H15 1.010, H16 1.010
13 H -1.65 1.36 -3.71  N11 1.010
14 H -2.06 2.49 -2.35  N11 1.010
15 H -4.44 0.62 -1.11  N12 1.010
16 H -3.76 2.23 -1.08  N12 1.010
17 C 0.89 4.40 0.78  O18 1.221, N19 1.304, N20 1.332
18 O 1.54 3.61 1.45  C17 1.221
19 N 0.17 5.34 1.34  C17 1.304, H21 1.010, H22 1.010
20 N 0.59 4.27 -0.51  C17 1.332, H23 1.010, H24 1.010
21 H -0.48 5.82 0.74  N19 1.010
22 H 0.26 5.55 2.33  N19 1.010
23 H 0.17 5.02 -1.04  N20 1.010
24 H 1.01 3.48 -0.98  N20 1.010
25 C 2.01 3.11 -3.44  O26 1.211, N27 1.324, N28 1.255
26 O 0.96 2.58 -3.69  C25 1.211
27 N 2.33 4.39 -3.59  C25 1.324, H29 1.010, H30 1.010
28 N 2.91 2.49 -2.82  C25 1.255, H31 1.010, H32 1.010
29 H 1.72 5.06 -4.02  N27 1.010
30 H 3.26 4.63 -3.27  N27 1.010
31 H 2.81 1.58 -2.39  N28 1.010
32 H 3.76 2.99 -2.62  N28 1.010
33 C 4.94 -1.31 2.08  O34 1.212, N35 1.312, N36 1.309
34 O 4.72 -0.67 3.09  C33 1.212
35 N 4.53 -1.02 0.86  C33 1.312, H37 1.010, H38 1.010
36 N 5.74 -2.34 2.16  C33 1.309, H39 1.010, H40 1.010
37 H 3.89 -0.25 0.74  N35 1.010
38 H 4.90 -1.64 0.16  N35 1.010
39 H 5.92 -2.85 1.31  N36 1.010
40 H 6.11 -2.52 3.08  N36 1.010
41 C -0.16 3.43 4.79  O42 1.199, N43 1.286, N44 1.294
42 O 0.07 4.61 4.79  C41 1.199
43 N 0.02 2.64 3.79  C41 1.286, H45 1.010, H46 1.010
44 N -0.86 2.90 5.75  C41 1.294, H47 1.010, H48 1.010
45 H -0.15 1.65 3.87  N43 1.010
46 H 0.49 3.06 3.00  N43 1.010
47 H -1.05 1.91 5.71  N44 1.010
48 H -1.17 3.45 6.54  N44 1.010
49 C -0.72 -2.72 -3.77  O50 1.224, N51 1.318, N52 1.321
50 O -0.15 -3.80 -3.74  C49 1.224
51 N -1.30 -2.07 -2.78  C49 1.318, H53 1.010, H54 1.010
52 N -0.99 -2.16 -4.94  C49 1.321, H55 1.010, H56 1.010
53 H -1.37 -2.65 -1.96  N51 1.010
54 H -1.92 -1.29 -2.98  N51 1.010
55 H -0.85 -2.71 -5.78  N52 1.010
56 H -1.56 -1.33 -4.94  N52 1.010
57 C -3.46 -1.62 0.75  C58 1.506, H61 1.090, H62 1.090, H63 1.090
58 C -4.94 -1.89 0.73  C57 1.506, C59 1.547, O60 1.379, H64 1.090
59 C -5.63 -1.90 2.12  C58 1.547, H65 1.090, H66 1.090, H67 1.090
60 O -5.49 -0.99 -0.16  C58 1.379, H68 0.960
61 H -3.36 -0.59 1.09  C57 1.090
62 H -3.20 -1.74 -0.30  C57 1.090
63 H -2.79 -2.29 1.28  C57 1.090
64 H -5.05 -2.91 0.37  C58 1.090
65 H -5.89 -2.96 2.24  C59 1.090
66 H -6.54 -1.30 2.16  C59 1.090
67 H -4.96 -1.58 2.91  C59 1.090
68 H -5.63 -1.47 -0.97  O60 0.960
69 C -0.31 -4.62 2.98  C70 1.524, H73 1.090, H74 1.090, H75 1.090
70 C 0.21 -3.70 1.88  C69 1.524, C71 1.587, O72 1.434, H76 1.090
71 C 1.80 -3.76 1.76  C70 1.587, H77 1.090, H78 1.090, H79 1.090
72 O -0.33 -4.33 0.71  C70 1.434, H80 0.960
73 H 0.31 -5.51 3.04  C69 1.090
74 H -1.34 -4.97 2.87  C69 1.090
75 H -0.16 -3.97 3.85  C69 1.090
76 H -0.18 -2.68 1.89  C70 1.090
77 H 2.10 -4.78 1.52  C71 1.090
78 H 2.24 -3.52 2.72  C71 1.090
79 H 2.07 -3.05 0.98  C71 1.090
80 H -1.04 -4.92 0.99  O72 0.960
81 C -0.06 0.88 -0.26  C82 1.553, H85 1.090, H86 1.090, H87 1.090
82 C 1.30 0.14 -0.16  C81 1.553, C83 1.531, O84 1.395, H88 1.090
83 C 1.47 -0.87 -1.31  C82 1.531, H89 1.090, H90 1.090, H91 1.090
84 O 2.26 1.14 -0.28  C82 1.395, H92 0.960
85 H -0.19 1.32 -1.25  C81 1.090
86 H -0.08 1.65 0.51  C81 1.090
87 H -0.94 0.25 -0.11  C81 1.090
88 H 1.26 -0.32 0.83  C82 1.090
89 H 1.27 -0.31 -2.22  C83 1.090
90 H 0.74 -1.67 -1.30  C83 1.090
91 H 2.48 -1.27 -1.31  C83 1.090
92 H 2.02 1.86 0.30  O84 0.960
93 C 2.92 -2.07 -4.51  C94 1.517, H97 1.090, H98 1.090, H99 1.090
94 C 2.73 -3.35 -5.30  C93 1.517, C95 1.526, O96 1.407, H100 1.090
95 C 3.97 -3.65 -6.14  C94 1.526, H101 1.090, H102 1.090, H103 1.090
96 O 2.67 -4.44 -4.41  C94 1.407, H104 0.960
97 H 3.93 -2.02 -4.11  C93 1.090
98 H 2.22 -2.10 -3.67  C93 1.090
99 H 2.75 -1.19 -5.13  C93 1.090
100 H 1.79 -3.42 -5.85  C94 1.090
101 H 4.01 -3.17 -7.12  C95 1.090
102 H 3.97 -4.69 -6.48  C95 1.090
103 H 4.94 -3.61 -5.65  C95 1.090
104 H 1.84 -4.45 -3.93  O96 0.960
105 C -3.05 4.70 2.11  C106 1.528, H109 1.090, H110 1.090, H111 1.090
106 C -3.08 3.61 1.04  C105 1.528, C107 1.545, O108 1.399, H112 1.090
107 C -3.44 2.35 1.86  C106 1.545, H113 1.090, H114 1.090, H115 1.090
108 O -4.08 3.88 0.11  C106 1.399, H116 0.960
109 H -2.46 4.45 3.00  C105 1.090
110 H -3.99 5.01 2.58  C105 1.090
111 H -2.73 5.61 1.61  C105 1.090
112 H -2.17 3.46 0.47  C106 1.090
113 H -2.60 2.05 2.48  C107 1.090
114 H -3.51 1.52 1.16  C107 1.090
115 H -4.46 2.28 2.25  C107 1.090
116 H -4.96 3.85 0.49  O108 0.960

The frontier orbital gap is 9.48 eV. The HOMO energy is -9.25 eV. The strongest force on any atom comes out at 7.62 eV Å⁻¹. The energy above the lowest of the compared OMol25 structures with the same formula, charge and spin is 3.548 eV.

Here are the Löwdin charges for atoms 1 to 8, given in e: atom 1 (C): -0.83, atom 2 (O): 0.04, atom 3 (N): 0.20, atom 4 (N): 0.19, atom 5 (H): 0.10, atom 6 (H): 0.12, atom 7 (H): 0.09, atom 8 (H): 0.06